Record 1
Below is a structure of composition C22H26N4O3S, with properties calculated with the ωB97M-V functional and the def2-TZVPD basis.

```
56
C22H26N4O3S, DFT the ωB97M-V functional and the def2-TZVPD basis
C -0.19 7.60 -1.97
C 0.00 6.10 -1.63
N 0.49 5.62 -0.55
O 0.62 4.44 -0.60
C 0.05 4.11 -1.76
C -0.15 5.19 -2.57
H -0.43 5.27 -3.55
C 0.19 2.58 -2.21
C 0.79 1.72 -1.31
C 0.91 0.37 -1.46
C 0.51 -0.27 -2.88
C -0.20 0.72 -3.77
C -0.35 2.18 -3.23
H -0.60 2.66 -4.11
H -0.66 0.36 -4.56
C 0.63 -1.56 -3.02
H 1.15 -2.02 -2.12
C 1.21 -1.83 -4.36
H 1.21 -3.13 -4.53
H 0.63 -1.54 -5.22
H 2.02 -1.40 -4.50
C -0.72 -2.22 -3.05
H -1.49 -1.85 -3.72
H -1.12 -2.09 -1.98
H -1.06 -3.45 -3.31
S 1.64 -0.75 -0.20
O 2.62 -1.41 -0.65
O 2.01 0.01 0.78
N 0.42 -1.55 0.13
C 0.71 -2.92 0.78
H 1.59 -3.31 0.22
C 0.63 -2.83 2.21
N -0.50 -2.48 2.78
C -0.74 -2.15 4.19
N -1.87 -1.66 4.53
C -2.04 -1.75 5.70
C -1.40 -1.98 6.78
C 0.26 -2.48 6.44
C 0.30 -2.67 5.03
H 1.34 -3.07 4.60
H 0.85 -2.77 7.29
H -1.21 -1.74 7.73
H -3.05 -1.05 5.99
C -1.44 -1.67 1.91
H -2.03 -2.56 1.16
H -2.20 -1.30 2.59
C -0.67 -0.87 1.03
H -0.19 -0.08 1.67
H -1.46 -0.52 0.12
H 1.08 -3.80 2.50
H 1.51 -2.21 2.48
H -0.14 -3.71 0.39
H 1.17 1.88 -0.23
H 0.37 7.98 -2.77
H 0.11 8.20 -1.01
H -1.10 7.69 -2.22
```

Gap between HOMO and LUMO (Ha): 0.3153
HOMO (eV): -8.37
LUMO level (eV): 0.21
ΔE to the lowest compared entry with this formula, charge and spin (kcal/mol): 564.5
Total energy (eV): -46152.5537



Record 2
Below is a cluster of 2 separate species, C2H7O2 in total, with properties calculated with the ωB97M-V functional and the def2-TZVPD basis.

```
11
C2H7O2, DFT the ωB97M-V functional and the def2-TZVPD basis
O 1.93 -1.59 0.12
H 2.78 -1.48 -0.32
H 0.44 1.20 0.87
H 1.87 -2.54 0.24
C -0.37 0.46 0.79
C -1.19 0.96 -0.28
O -1.10 0.43 -1.42
H -0.89 0.46 1.74
H 0.07 -0.50 0.53
H -1.88 1.79 -0.14
H -1.66 0.82 -2.12
```

Gap between HOMO and LUMO (Ha): 0.3414
HOMO (eV): -15.21
Net charge: +1
LUMO level (eV): -5.91
ΔE to the lowest compared entry with this formula, charge and spin (kcal/mol): 15.0
Total energy (eV): -6274.3177



Record 3
Below is an isolated molecule of C4H9N3O2, with properties calculated with the ωB97M-V functional and the def2-TZVPD basis.

```
18
C4H9N3O2, DFT the ωB97M-V functional and the def2-TZVPD basis
C -0.69 -1.53 0.18
C -0.58 -0.39 -0.99
C 0.92 0.68 0.49
C -1.25 1.55 0.23
N 0.41 -1.48 0.98
N -0.18 0.77 -0.30
N 2.15 0.21 -0.03
O 2.23 -0.15 -1.18
O 3.14 0.22 0.71
H -1.55 -1.39 0.88
H -1.01 -2.35 -0.41
H 0.25 -0.64 -1.74
H -1.64 -0.33 -1.35
H 1.08 1.38 1.28
H -1.95 0.83 0.75
H -0.84 2.48 0.82
H -1.71 1.93 -0.78
H 1.23 -1.82 0.46
```

Gap between HOMO and LUMO (spin up / spin down) (Ha): 0.2817 / 0.2860
Spin multiplicity: 3
HOMO (spin up / spin down) (eV): -6.98 / -9.92
LUMO level (spin up / spin down) (eV): 0.68 / -2.13
ΔE to the lowest compared entry with this formula, charge and spin (kcal/mol): 58.0
Total energy (eV): -12851.2010



Record 4
Below is a cluster of 2 separate species, C2H4Cl2N2 in total, with properties calculated with the ωB97M-V functional and the def2-TZVPD basis.

```
10
C2H4Cl2N2, DFT the ωB97M-V functional and the def2-TZVPD basis
N -0.05 -2.18 -0.35
C 0.24 -1.04 -0.08
N 0.60 0.11 -0.26
C 1.28 1.48 -0.56
Cl 0.36 2.81 0.04
H 0.02 -3.07 0.25
H 1.15 1.46 -1.73
H 2.26 1.45 -0.17
Cl -3.80 -2.06 -0.53
H -3.02 -0.98 -0.53
```

SMILES: N=C=NCCl.Cl
Gap between HOMO and LUMO (Ha): 0.3690
HOMO (eV): -9.42
LUMO level (eV): 0.62
ΔE to the lowest compared entry with this formula, charge and spin (kcal/mol): 39.7
Total energy (eV): -30161.9781